{
  "formula": "C5H6OS",
  "method": "the ωB97M-V functional and the def2-TZVPD basis",
  "species": ["C", "C", "C", "C", "C", "O", "S", "H", "H", "H", "H", "H", "H"],
  "coordinates": [[1.03623, -0.53689, 0.22950], [0.23998, -0.82571, -0.93145], [0.66741, -0.19559, 1.56999], [-0.42593, -0.24711, -2.02394], [-0.27904, 1.01090, 1.58477], [1.03817, -0.74023, 2.55736], [1.13508, -2.26919, -0.62851], [-0.24722, -0.95739, -2.98905], [-0.06668, 0.83337, -2.19918], [-1.49283, -0.01295, -1.75644], [-1.19632, 0.74342, 2.14875], [-0.65247, 1.29826, 0.50623], [0.24362, 1.89912, 1.93197]],
  "forces_ev_per_angstrom": [[-0.4262, -2.7728, -2.7575], [1.2910, -0.6378, 2.1414], [-0.8828, 1.4376, -0.7789], [-0.6804, 1.3455, -3.2288], [-1.2106, 0.2625, -2.1741], [0.6573, -0.9189, 1.7796], [0.3305, 1.9099, 1.4046], [-0.9440, 2.0426, 2.0930], [0.0316, -1.4874, -0.2129], [0.4386, -0.7996, -0.7361], [0.7600, 0.3859, 0.0381], [0.7953, -0.6928, 1.9518], [-0.1603, -0.0746, 0.4797]],
  "nbo_charge": [-0.03, -0.28, 0.44, -0.68, -0.70, -0.49, 0.35, 0.24, 0.22, 0.23, 0.24, 0.21, 0.24],
  "homo_energy_ev": [-6.805, -9.992],
  "s_squared": 2.0142,
  "multiplicity": 3,
  "total_energy_ev": -18159.7953,
  "e_above_lowest_ev": 1.953,
  "gap_ev": [7.143, 7.969]
}

{
  "formula": "C5H6OS2",
  "method": "the ωB97M-V functional and the def2-TZVPD basis",
  "species": ["C", "C", "C", "C", "C", "O", "S", "S", "H", "H", "H", "H", "H", "H"],
  "coordinates": [[-1.07836, -1.14043, -0.45875], [0.25782, -1.39945, -0.63082], [-1.62738, 0.11699, 0.04866], [1.35369, -0.53195, -0.20455], [-0.47187, 1.27959, 0.54303], [1.99451, 2.02380, 0.39197], [-3.17344, 0.52567, 0.15999], [1.01905, 1.33935, -0.49507], [-1.93309, -1.71793, -0.65993], [0.67227, -2.38567, -1.16861], [1.76253, -0.57208, 0.89225], [2.32258, -0.86700, -0.68036], [-0.88814, 2.19454, 0.67211], [-0.21015, 1.13456, 1.59008]],
  "forces_ev_per_angstrom": [[1.5239, 1.0914, 0.2945], [-1.1134, -2.3841, -0.7203], [3.2697, 2.7615, 1.1410], [2.6038, 1.0490, 1.1238], [-0.8966, -4.4543, -0.7564], [0.1422, 0.2140, -0.5459], [-0.2839, -0.2787, -0.0507], [0.2235, -1.4413, 1.6032], [-0.2929, -1.6461, -0.8795], [-1.5645, 2.1106, 1.3273], [-1.5890, 0.1388, -1.4768], [-1.0956, 0.8459, -0.2317], [-1.6171, 2.9987, -0.8154], [0.6899, -1.0054, -0.0132]],
  "nbo_charge": [-0.30, -0.12, -0.12, -0.67, -0.67, -0.96, 0.10, 1.27, 0.24, 0.23, 0.27, 0.25, 0.24, 0.25],
  "homo_energy_ev": [-8.927, -8.927],
  "total_energy_ev": -28997.0382,
  "e_above_lowest_ev": 2.918,
  "gap_ev": [7.702, 7.702]
}

{
  "formula": "C5H6OS3",
  "method": "the ωB97M-V functional and the def2-TZVPD basis",
  "species": ["C", "C", "C", "C", "C", "O", "S", "S", "S", "H", "H", "H", "H", "H", "H"],
  "coordinates": [[0.72035, 0.13164, -0.03186], [0.11401, -0.04832, 1.09698], [-2.75853, -0.87429, -0.80275], [-0.78091, -0.62171, 2.17516], [2.04462, 0.73770, -1.81531], [1.23712, -0.24628, -1.18079], [-2.73819, 0.69624, -0.98124], [1.09569, 1.62016, 0.90151], [-2.76043, -2.41848, -0.72005], [-1.58495, 0.12064, 1.95261], [-0.37330, -0.48629, 3.25189], [-0.98139, -1.65115, 2.06690], [3.12671, 0.85552, -1.37917], [1.49441, 1.63936, -1.66685], [2.14479, 0.54527, -2.86702]],
  "forces_ev_per_angstrom": [[1.9590, 1.3036, -1.4101], [-0.3421, -0.2572, 1.7042], [0.5007, 0.7271, 0.1050], [1.4086, 2.9823, 0.3932], [2.0061, 0.8885, 0.6496], [-0.7684, -0.9992, 1.0876], [0.2525, 1.2038, 0.0801], [-1.0741, -1.8393, 0.0555], [-0.0925, -1.9370, 0.2210], [-0.4733, -1.1436, 0.8460], [-0.4387, 0.2114, -1.9781], [-0.6417, -1.0896, -0.7419], [-2.1293, -0.5284, -0.4294], [0.0930, 1.0285, -0.2967], [-0.2600, -0.5507, -0.2859]],
  "nbo_charge": [0.26, 0.11, -0.59, -0.68, -0.26, -0.42, -0.10, 0.27, -0.03, 0.29, 0.25, 0.27, 0.20, 0.20, 0.22],
  "homo_energy_ev": [-4.013, -7.284],
  "s_squared": 2.0097,
  "multiplicity": 3,
  "total_energy_ev": -39828.0059,
  "e_above_lowest_ev": 2.174,
  "gap_ev": [3.314, 3.703]
}

{
  "formula": "C5H6S",
  "method": "the ωB97M-V functional and the def2-TZVPD basis",
  "species": ["C", "C", "C", "C", "C", "S", "H", "H", "H", "H", "H", "H"],
  "coordinates": [[0.64531, -2.34976, 0.95883], [0.45331, -1.05962, 0.38731], [0.33073, -0.03244, -0.19499], [0.19665, 1.25640, -0.83895], [-1.09782, 1.91127, -0.69139], [1.55486, 2.06015, -1.15745], [0.13074, -3.16610, 0.44935], [0.38708, -2.37297, 2.07475], [1.72933, -2.54615, 0.75684], [-1.35519, 2.70017, -1.42605], [-1.84955, 1.05311, -0.56103], [-1.12546, 2.54593, 0.24278]],
  "forces_ev_per_angstrom": [[1.2788, -0.9862, 1.3882], [-0.6782, -0.6632, 0.0146], [-0.5148, 1.7621, -1.3504], [1.4790, -0.2524, 1.8659], [-2.6112, 0.0676, 0.7762], [0.6187, 0.3516, -0.8729], [-0.3552, 0.3000, 0.0176], [0.5672, -0.0499, -1.5818], [-0.6752, -0.2368, 0.8248], [0.1667, -0.9816, -0.1599], [0.4642, 1.7445, -0.4126], [0.2601, -1.0557, -0.5098]],
  "nbo_charge": [-0.70, 0.09, -0.11, -0.14, -0.68, 0.08, 0.25, 0.25, 0.25, 0.25, 0.23, 0.26],
  "smiles": "CC#CC(C)=S",
  "homo_energy_ev": -8.548,
  "total_energy_ev": -16114.7318,
  "e_above_lowest_ev": 1.807,
  "gap_ev": 7.959
}

{
  "formula": "C5H6S",
  "method": "the ωB97M-V functional and the def2-TZVPD basis",
  "species": ["C", "C", "C", "C", "C", "S", "H", "H", "H", "H", "H", "H"],
  "coordinates": [[2.08378, -0.04152, -0.59796], [0.93804, 0.40831, 0.35897], [-0.40542, 0.09493, 0.06004], [-1.58533, -0.05854, 0.21831], [-2.94765, -0.44075, 0.20759], [-4.16748, 0.65949, 0.15839], [2.90395, -0.41599, -0.11065], [2.39953, 0.79166, -1.26860], [1.81052, -0.84090, -1.22001], [1.01794, 1.52734, 0.57403], [1.08019, -0.10311, 1.22525], [-3.12806, -1.58089, 0.39464]],
  "forces_ev_per_angstrom": [[-1.7613, 2.4254, -1.2488], [1.9969, 2.5572, -2.1196], [-0.9619, 0.1991, 0.0857], [-0.8348, -0.7970, -0.8896], [-0.9649, -0.7612, 0.9350], [0.6657, -0.9925, -0.0910], [2.0661, -0.4231, 1.6567], [-0.1992, -0.6010, 0.5287], [-0.8668, -1.0511, -0.9873], [-0.0073, -1.4520, -0.2244], [0.7063, -1.2061, 2.9312], [0.1609, 2.1024, -0.5765]],
  "nbo_charge": [-0.59, -0.49, 0.12, -0.12, -0.33, 0.07, 0.21, 0.21, 0.21, 0.23, 0.24, 0.23],
  "smiles": "CCC#CC=S",
  "homo_energy_ev": -8.822,
  "total_energy_ev": -16114.3071,
  "e_above_lowest_ev": 2.231,
  "gap_ev": 7.971
}

{
  "formula": "C5H6S",
  "method": "the ωB97M-V functional and the def2-TZVPD basis",
  "species": ["C", "C", "C", "C", "C", "S", "H", "H", "H", "H", "H", "H"],
  "coordinates": [[1.33735, 1.07394, -1.62456], [1.42750, 0.70792, -0.41488], [1.27957, -0.03188, 0.71901], [0.02937, -0.18366, 1.04598], [-1.20456, 0.02290, 0.30063], [-1.91193, -1.63376, 0.08362], [1.44002, 1.66649, -2.56702], [2.01759, -0.31298, 1.37881], [-0.23387, -0.73515, 1.96237], [-1.84253, 0.64143, 1.01832], [-1.33170, 0.49156, -0.75982], [-1.00681, -1.70680, -1.14246]],
  "forces_ev_per_angstrom": [[0.9703, 0.0374, 3.5659], [0.8541, 2.1377, -8.1938], [-0.7811, 0.6956, 0.5411], [-1.4850, -1.7698, 1.7734], [-2.4956, 2.1503, -0.6991], [1.6277, -0.2448, -2.8923], [-0.2959, -1.0200, 1.4610], [1.7905, -0.5085, 1.0535], [0.4219, 0.3185, -0.1754], [0.2572, -0.8705, -1.1096], [1.1019, -0.4365, 2.2453], [-1.9659, -0.4894, 2.4300]],
  "nbo_charge": [-0.27, -0.01, -0.33, -0.10, -0.59, -0.03, 0.25, 0.24, 0.21, 0.24, 0.26, 0.15],
  "smiles": "C#C/C=C\\CS",
  "homo_energy_ev": -8.690,
  "total_energy_ev": -16113.3336,
  "e_above_lowest_ev": 3.205,
  "gap_ev": 9.327
}

{
  "formula": "C5H6S",
  "method": "the ωB97M-V functional and the def2-TZVPD basis",
  "species": ["C", "C", "C", "S", "C", "C", "H", "H", "H", "H", "H", "H"],
  "coordinates": [[2.47591, -0.48405, -0.00096], [1.21785, -0.97000, -0.00586], [0.00339, -0.17170, 0.00110], [0.01056, 1.47076, -0.00155], [-1.24185, -0.96989, 0.00313], [-2.47225, -0.46453, -0.00996], [3.36333, -1.14142, -0.01379], [2.62146, 0.57884, 0.06372], [1.06861, -2.05093, -0.01280], [-1.12324, -2.05794, 0.01703], [-3.35744, -1.11343, 0.04686], [-2.64002, 0.61373, -0.00092]],
  "forces_ev_per_angstrom": [[-0.5477, -0.8679, 0.1734], [1.4930, -0.4275, -0.0219], [-0.4832, 0.7540, -0.0240], [-0.0423, -0.4072, 0.0097], [-0.1417, -0.2501, -0.0358], [-0.4516, 0.0069, 0.3177], [-0.7037, 0.3996, -0.0020], [0.1560, 0.2832, -0.1116], [0.0726, 0.1825, -0.0688], [0.0465, 0.3201, 0.0067], [0.5112, 0.2887, -0.1594], [0.0907, -0.2824, -0.0841]],
  "nbo_charge": [-0.26, -0.29, -0.14, 0.00, -0.29, -0.27, 0.21, 0.21, 0.20, 0.21, 0.20, 0.22],
  "smiles": "C=CC(=S)C=C",
  "homo_energy_ev": -8.682,
  "total_energy_ev": -16115.6351,
  "e_above_lowest_ev": 0.903,
  "gap_ev": 7.530
}

{
  "formula": "C5H6S",
  "method": "the ωB97M-V functional and the def2-TZVPD basis",
  "species": ["C", "C", "C", "C", "C", "H", "H", "H", "H", "H", "H", "S"],
  "coordinates": [[-0.71597, 1.61786, 0.77843], [-0.44067, 1.36566, -0.43011], [0.44863, 0.30242, -0.82598], [0.87015, -0.92650, -0.33277], [0.27494, -1.82029, 0.68894], [-0.40417, 1.09684, 1.73521], [-1.26238, 2.46477, 0.80208], [-0.86538, 1.76912, -1.37143], [0.84628, 0.61263, -1.82791], [1.71069, -1.53266, -0.87819], [0.95224, -2.96983, 0.85854], [-1.41436, -1.98002, 0.80319]],
  "forces_ev_per_angstrom": [[0.2152, -0.4233, 4.2505], [1.0011, -3.1032, -4.0245], [1.9149, -2.2503, -1.2919], [0.7688, 0.2432, -0.7855], [-1.2562, -3.6606, -1.5121], [-0.1505, 0.6779, -1.6502], [-2.2325, 2.6661, 1.3804], [0.0409, 0.7640, 1.2453], [0.3593, -0.8505, 0.9394], [-1.5339, 1.6360, 0.8104], [-1.8202, 3.9529, 0.0173], [2.6931, 0.3479, 0.6209]],
  "nbo_charge": [-0.32, -0.25, -0.12, -0.31, -0.30, 0.22, 0.19, 0.22, 0.20, 0.23, 0.22, 0.02],
  "homo_energy_ev": -8.579,
  "total_energy_ev": -16113.1060,
  "e_above_lowest_ev": 3.432,
  "gap_ev": 7.403
}

{
  "formula": "C5H6S2",
  "method": "the ωB97M-V functional and the def2-TZVPD basis",
  "species": ["C", "C", "C", "C", "C", "S", "S", "H", "H", "H", "H", "H", "H"],
  "coordinates": [[0.70839, 0.04723, -1.19838], [1.83692, -0.29775, -0.61884], [-1.35959, -0.53257, -0.08698], [-0.42626, 0.57681, -0.23792], [0.55714, 0.86419, 1.06283], [1.96832, -0.07796, 1.10851], [-0.30487, 1.18326, 2.52409], [0.54604, -0.05647, -2.19495], [2.51239, -0.93185, -1.19601], [-2.00884, -0.45008, 0.67359], [-0.76645, -1.45129, -0.06131], [-0.66475, 1.60039, -0.60538], [0.81292, 1.82640, 2.99512]],
  "forces_ev_per_angstrom": [[-1.0378, 1.4423, 3.3841], [0.6580, -1.3437, -0.9987], [2.7484, -0.3877, -0.7654], [4.6153, 1.5181, -1.3431], [-3.1387, -0.8794, -1.3678], [0.5964, -0.2623, -0.3103], [0.9377, 0.9459, 0.7855], [-0.5509, -0.4974, -2.7738], [0.4770, 0.5208, 0.5129], [-2.9615, 0.1930, 2.3338], [-0.6660, -0.2131, -0.3082], [-0.8400, -0.8162, 0.4749], [-0.8379, -0.2202, 0.3760]],
  "nbo_charge": [-0.17, -0.40, -0.25, -0.36, -0.39, 0.37, 0.05, 0.21, 0.24, 0.16, 0.17, 0.24, 0.14],
  "homo_energy_ev": [-8.591, -7.161],
  "total_energy_ev": -26947.8278,
  "e_above_lowest_ev": 4.097,
  "gap_ev": [8.467, 6.665]
}

{
  "formula": "C5H6S2",
  "method": "the ωB97M-V functional and the def2-TZVPD basis",
  "species": ["S", "C", "C", "C", "C", "C", "S", "H", "H", "H", "H", "H", "H"],
  "coordinates": [[2.65592, 0.94306, -0.11016], [0.82365, 0.17273, 0.23768], [-0.18805, 1.01466, 1.02587], [-0.42661, 0.59871, -0.50155], [-1.22954, -0.57691, -0.68166], [-0.72753, -1.71045, -0.18439], [0.88878, -1.60372, 0.51541], [2.63147, 0.51578, -1.26390], [0.19678, 2.05211, 1.26397], [-0.57779, 0.53126, 1.86727], [-0.52440, 1.43970, -1.17399], [-2.28514, -0.70514, -0.93876], [-1.23755, -2.67177, -0.05581]],
  "forces_ev_per_angstrom": [[-2.6858, 0.3463, 3.9506], [2.3354, 1.7227, 0.1050], [2.5872, 1.0731, -1.9951], [0.2553, 1.2805, 2.0159], [-1.6522, -2.4263, 0.4466], [0.4150, -0.6461, 0.4855], [-0.3756, 0.6186, -0.4368], [0.1076, -1.3176, -3.6601], [-0.7347, -1.2246, -0.7207], [-1.1373, -0.8125, 0.7490], [0.4491, -0.0739, -0.1071], [0.3462, 0.9418, -0.4805], [0.0899, 0.5179, -0.3523]],
  "nbo_charge": [-0.03, -0.22, -0.44, -0.28, -0.26, -0.34, 0.30, 0.10, 0.23, 0.22, 0.25, 0.23, 0.23],
  "smiles": "S[C@@]12C[C@@H]1C=CS2",
  "homo_energy_ev": -8.163,
  "total_energy_ev": -26950.3058,
  "e_above_lowest_ev": 1.619,
  "gap_ev": 8.971
}

{
  "formula": "C5H6S2",
  "method": "the ωB97M-V functional and the def2-TZVPD basis",
  "species": ["S", "C", "C", "C", "C", "C", "S", "H", "H", "H", "H", "H", "H"],
  "coordinates": [[-1.32341, 3.06137, 0.47155], [-0.59405, 1.60795, 0.37320], [-0.05499, 0.87335, -0.88812], [-0.20455, -0.51124, -0.41458], [0.36065, -1.81233, 0.01884], [0.57335, -0.52248, 0.87694], [-0.47700, 0.61691, 1.81853], [-0.58869, 1.20697, -1.79663], [0.98569, 1.33190, -0.90298], [-1.21335, -0.74712, -0.20055], [1.29252, -2.23925, -0.29474], [-0.41111, -2.62598, 0.17401], [1.65494, -0.24004, 0.76455]],
  "forces_ev_per_angstrom": [[0.3662, -0.2939, -0.3562], [-1.2819, 0.9058, 0.0300], [0.7136, 2.2559, -0.3980], [1.2339, -0.8710, -0.2876], [0.0170, -0.9507, 0.4533], [-0.2831, -1.3244, 0.2629], [1.1437, -0.5612, -0.0808], [0.1395, -0.1678, 0.5443], [-0.8157, -1.1178, -0.4451], [-1.2991, 0.7514, 0.1059], [0.4799, 0.0442, -0.1592], [0.9128, 1.2772, 0.1022], [-1.3269, 0.0524, 0.2285]],
  "nbo_charge": [0.02, -0.28, -0.48, -0.27, -0.34, -0.40, 0.37, 0.25, 0.24, 0.21, 0.22, 0.23, 0.22],
  "smiles": "S=C1C[C@H]2C[C@@H]2S1",
  "homo_energy_ev": -8.535,
  "total_energy_ev": -26949.2601,
  "e_above_lowest_ev": 2.665,
  "gap_ev": 8.477
}

{
  "formula": "C5H6Si",
  "method": "the ωB97M-V functional and the def2-TZVPD basis",
  "species": ["C", "C", "C", "C", "C", "Si", "H", "H", "H", "H", "H", "H"],
  "coordinates": [[-2.15310, 1.44758, 1.08236], [-0.67999, -1.31197, -2.70069], [-0.98756, 1.36747, 0.79217], [-0.17815, -0.46733, -1.99822], [1.40255, -0.61807, 1.17401], [0.69727, 0.91659, 0.31602], [-3.11987, 1.63056, 1.26931], [-0.68579, -1.99532, -3.53959], [2.40236, -0.72864, 1.18459], [0.88409, -0.77140, 2.12994], [1.19771, -1.48965, 0.60519], [1.22049, 2.02019, -0.31508]],
  "forces_ev_per_angstrom": [[2.9488, -0.0773, -0.6472], [0.5151, -0.8736, -1.4021], [0.2142, -0.4982, 0.4389], [1.0558, 2.0000, 3.0909], [-3.2091, 1.1771, 0.0715], [-2.6478, -3.9286, -1.7228], [-2.9491, 0.3841, 0.6266], [-0.5433, 0.2150, 0.5229], [3.7133, 0.4556, 0.8027], [0.5015, 0.2690, -0.0543], [-1.1217, -0.5932, -1.0428], [1.5224, 1.4700, -0.6842]],
  "nbo_charge": [-0.07, -0.48, -0.57, -0.35, -1.10, 1.50, 0.22, 0.22, 0.25, 0.26, 0.29, -0.17],
  "homo_energy_ev": -8.777,
  "total_energy_ev": -13152.8279,
  "e_above_lowest_ev": 4.623,
  "gap_ev": 7.936
}